(1)
{"formula": "C4H6O2", "method": "ωB97M-V/def2-TZVPD", "homo_lumo_gap_ev": 11.52, "relative_energy_kj_mol": 383.4, "e_tot_ha": -306.360285, "spin_multiplicity": 1, "smiles": "CC(=O)O.C#C", "symbols": ["C", "C", "O", "O", "H", "H", "H", "H", "C", "C", "H", "H"], "xyz": [[2.410, -0.195, 0.127], [1.094, 0.398, 0.082], [0.599, 1.434, -0.013], [0.297, -0.774, -0.123], [3.298, 0.617, -0.297], [2.558, -0.932, 0.887], [2.177, -1.014, -0.748], [-0.616, -0.323, -0.062], [-2.597, 0.646, -0.073], [-3.250, -0.318, 0.140], [-2.351, 1.719, 0.098], [-3.620, -1.259, -0.017]]}

(2)
{"formula": "C4H6O2", "method": "ωB97M-V/def2-TZVPD", "homo_lumo_gap_ev": 8.38, "relative_energy_kj_mol": 526.7, "e_tot_ha": -306.305687, "spin_multiplicity": 1, "symbols": ["C", "C", "C", "C", "O", "O", "H", "H", "H", "H", "H", "H"], "xyz": [[-0.616, -1.009, -0.268], [-0.918, 0.874, 0.840], [-1.679, 0.127, -0.272], [-0.492, -0.508, 1.170], [-2.823, 0.220, -0.637], [2.554, -0.051, -0.396], [-1.031, -2.034, -0.373], [0.273, -0.927, -0.731], [-0.048, 1.162, 0.264], [-1.459, 1.574, 1.456], [3.336, -0.268, -0.976], [2.903, 0.839, -0.078]]}

(3)
{"formula": "C4H6O2", "method": "ωB97M-V/def2-TZVPD", "homo_lumo_gap_ev": 10.40, "relative_energy_kj_mol": 266.9, "e_tot_ha": -306.404627, "spin_multiplicity": 1, "smiles": "O=C[C@@H]1C[C@@H]1O", "symbols": ["O", "C", "C", "C", "C", "O", "H", "H", "H", "H", "H", "H"], "xyz": [[-1.848, -1.130, 1.880], [-1.194, -0.900, 0.888], [-0.417, 0.342, 0.660], [-0.223, 0.802, -0.773], [0.953, 0.355, -0.009], [1.369, -0.888, -0.634], [-1.160, -1.600, 0.034], [-0.570, 1.078, 1.457], [-0.530, 1.789, -1.119], [-0.049, -0.137, -1.398], [1.784, 0.899, 0.421], [1.972, -0.660, -1.365]]}

(4)
{"formula": "C4H6O2", "method": "ωB97M-V/def2-TZVPD", "homo_lumo_gap_ev": [9.14, 9.14], "relative_energy_kj_mol": 455.2, "e_tot_ha": -306.332927, "spin_multiplicity": 1, "symbols": ["O", "C", "C", "C", "O", "C", "H", "H", "H", "H", "H", "H"], "xyz": [[1.527, -0.401, -1.071], [0.384, -0.780, -0.555], [0.080, -0.340, 1.332], [-0.670, 0.677, 0.710], [0.019, 1.435, -1.055], [-0.703, 0.323, -0.753], [1.277, 0.612, -1.242], [0.178, -1.854, -0.607], [-0.414, -1.311, 1.406], [0.790, -0.154, 2.146], [-0.866, 1.698, 1.036], [-1.601, 0.097, -1.347]]}

(5)
{"formula": "C4H6O2", "method": "ωB97M-V/def2-TZVPD", "homo_lumo_gap_ev": 10.17, "relative_energy_kj_mol": 362.4, "e_tot_ha": -306.368276, "spin_multiplicity": 1, "symbols": ["O", "C", "C", "C", "C", "O", "H", "H", "H", "H", "H", "H"], "xyz": [[-1.689, -2.488, -1.406], [-1.782, -1.479, -0.882], [0.749, -0.726, 0.734], [1.133, 0.456, 0.243], [0.092, 1.057, 1.154], [-0.219, -0.298, 1.615], [-0.648, 0.611, -2.372], [0.960, -1.784, 0.625], [-0.079, 0.657, -1.891], [1.825, 0.827, -0.497], [-0.793, 1.502, 0.686], [0.449, 1.665, 1.991]]}

(6)
{"formula": "C4H6O2", "method": "ωB97M-V/def2-TZVPD", "homo_lumo_gap_ev": 10.51, "relative_energy_kj_mol": 157.0, "e_tot_ha": -306.446479, "spin_multiplicity": 1, "smiles": "O=C[C@@H]1C[C@@H]1O", "symbols": ["O", "C", "C", "C", "C", "O", "H", "H", "H", "H", "H", "H"], "xyz": [[0.357, 1.337, 1.510], [1.000, 0.355, 1.178], [0.684, -0.467, 0.007], [0.003, 0.119, -1.219], [-0.849, -0.603, -0.263], [-1.776, 0.059, 0.507], [1.834, -0.008, 1.813], [1.349, -1.306, -0.187], [0.255, -0.379, -2.147], [-0.089, 1.201, -1.275], [-1.193, -1.609, -0.478], [-1.455, 0.964, 0.651]]}

(7)
{"formula": "C4H6O2", "method": "ωB97M-V/def2-TZVPD", "homo_lumo_gap_ev": [7.50, 7.50], "relative_energy_kj_mol": 506.1, "e_tot_ha": -306.313532, "spin_multiplicity": 1, "symbols": ["C", "C", "C", "C", "O", "O", "H", "H", "H", "H", "H", "H"], "xyz": [[-0.543, 1.047, -0.441], [1.315, 0.088, 0.493], [0.988, -1.211, 0.273], [-0.283, -1.289, -0.330], [-1.601, 1.206, 0.449], [2.106, 0.954, 0.620], [-1.251, 1.473, 1.306], [-0.940, 0.868, -1.435], [0.172, 1.868, -0.448], [1.665, -2.038, 0.470], [-0.451, -2.041, -1.102], [-1.179, -0.925, 0.144]]}

(8)
{"formula": "C4H6O2", "method": "ωB97M-V/def2-TZVPD", "homo_lumo_gap_ev": 9.11, "relative_energy_kj_mol": 478.8, "e_tot_ha": -306.323915, "spin_multiplicity": 1, "symbols": ["C", "C", "C", "O", "C", "O", "H", "H", "H", "H", "H", "H"], "xyz": [[-1.441, -0.887, 0.326], [0.637, 0.104, -0.731], [-0.136, 1.191, -0.147], [-0.285, -0.078, 0.601], [2.014, -0.092, -0.329], [2.960, 0.501, -0.818], [-2.028, -0.926, 1.240], [-2.020, -0.473, -0.498], [-1.088, -1.875, 0.049], [0.301, 1.947, 0.510], [-1.077, 1.504, -0.606], [2.164, -0.917, 0.404]]}

(9)
{"formula": "C4H6O2", "method": "ωB97M-V/def2-TZVPD", "homo_lumo_gap_ev": 11.35, "relative_energy_kj_mol": 143.2, "e_tot_ha": -306.451747, "spin_multiplicity": 1, "smiles": "O=COC1CC1", "symbols": ["O", "C", "O", "C", "C", "C", "H", "H", "H", "H", "H", "H"], "xyz": [[1.371, -1.385, 0.813], [0.242, -1.790, 0.717], [-0.839, -1.141, 0.280], [-0.822, 0.242, -0.069], [0.006, 0.765, -1.197], [0.330, 1.146, 0.228], [-0.041, -2.816, 0.988], [-1.840, 0.606, 0.032], [0.687, 0.072, -1.682], [-0.445, 1.498, -1.861], [1.196, 0.654, 0.641], [0.140, 2.148, 0.598]]}

(10)
{"formula": "C4H6O2", "method": "ωB97M-V/def2-TZVPD", "homo_lumo_gap_ev": 10.72, "relative_energy_kj_mol": 213.6, "e_tot_ha": -306.424957, "spin_multiplicity": 1, "smiles": "CC(=O)[C@H]1CO1", "symbols": ["C", "C", "O", "C", "C", "O", "H", "H", "H", "H", "H", "H"], "xyz": [[0.881, -1.150, 0.828], [0.736, 0.319, 0.521], [1.665, 1.095, 0.462], [-0.598, 0.866, 0.110], [-0.971, 0.523, -1.282], [-1.731, 0.087, 0.017], [0.140, -1.746, 0.289], [1.896, -1.459, 0.571], [0.720, -1.329, 1.898], [-0.785, 1.889, 0.449], [-0.636, -0.364, -1.832], [-1.317, 1.268, -2.030]]}

(11)
{"formula": "C4H6O2", "method": "ωB97M-V/def2-TZVPD", "homo_lumo_gap_ev": 9.39, "relative_energy_kj_mol": 209.9, "e_tot_ha": -306.426361, "spin_multiplicity": 1, "smiles": "CC=C=O.C=O", "symbols": ["C", "C", "C", "O", "H", "H", "H", "H", "C", "O", "H", "H"], "xyz": [[1.854, 0.428, -0.837], [0.462, -0.113, -0.615], [-0.548, 0.195, -1.396], [-1.452, 0.478, -2.086], [2.544, -0.376, -1.118], [1.869, 1.175, -1.636], [2.240, 0.901, 0.072], [0.253, -0.822, 0.185], [-1.811, -0.457, 1.860], [-1.135, -1.456, 1.841], [-1.516, 0.455, 1.305], [-2.760, -0.407, 2.425]]}

(12)
{"formula": "C4H6O2", "method": "ωB97M-V/def2-TZVPD", "homo_lumo_gap_ev": 8.95, "relative_energy_kj_mol": 437.1, "e_tot_ha": -306.339820, "spin_multiplicity": 1, "smiles": "O[C@]12C[C@]1(O)C2", "symbols": ["O", "C", "C", "C", "O", "C", "H", "H", "H", "H", "H", "H"], "xyz": [[0.960, 1.671, 0.251], [0.609, 0.374, 0.407], [-0.557, -0.407, 1.143], [-0.669, -0.266, -0.312], [-1.794, 0.103, -0.908], [0.655, -0.833, -0.876], [1.927, 1.618, 0.331], [-0.212, -1.301, 1.835], [-1.200, 0.303, 1.690], [-1.730, 1.031, -1.118], [0.961, -0.506, -1.916], [1.051, -1.787, -0.527]]}

(13)
{"formula": "C4H6O2", "method": "ωB97M-V/def2-TZVPD", "homo_lumo_gap_ev": 11.01, "relative_energy_kj_mol": 427.4, "e_tot_ha": -306.343510, "spin_multiplicity": 1, "smiles": "C1OC[C@H]2O[C@@H]12", "symbols": ["C", "O", "C", "C", "O", "C", "H", "H", "H", "H", "H", "H"], "xyz": [[0.615, 1.067, 0.023], [1.150, -0.092, 0.636], [0.652, -1.158, 0.040], [-0.735, -0.772, -0.225], [-1.214, -0.055, 0.957], [-0.728, 0.567, -0.205], [0.309, 1.829, 0.910], [1.236, 1.775, -0.696], [1.112, -1.359, -0.837], [0.721, -1.857, 0.701], [-1.649, -1.286, -0.630], [-1.470, 1.341, -0.674]]}

(14)
{"formula": "C4H6O2", "method": "ωB97M-V/def2-TZVPD", "homo_lumo_gap_ev": 9.21, "relative_energy_kj_mol": 317.7, "e_tot_ha": -306.385290, "spin_multiplicity": 1, "symbols": ["C", "C", "C", "O", "C", "O", "H", "H", "H", "H", "H", "H"], "xyz": [[-1.227, -0.319, -0.458], [0.287, -0.061, -0.532], [0.594, 1.364, -0.123], [1.204, 2.142, -0.813], [0.977, -1.096, 0.315], [0.764, -0.854, 1.599], [-1.448, -1.370, -0.666], [-1.607, -0.082, 0.541], [-1.750, 0.297, -1.194], [0.662, -0.212, -1.547], [0.210, 1.658, 0.876], [1.299, -1.547, 1.993]]}

(15)
{"formula": "C4H6O2", "method": "ωB97M-V/def2-TZVPD", "homo_lumo_gap_ev": 9.85, "relative_energy_kj_mol": 292.3, "e_tot_ha": -306.394965, "spin_multiplicity": 1, "smiles": "C1=COCOC1", "symbols": ["C", "C", "O", "C", "O", "C", "H", "H", "H", "H", "H", "H"], "xyz": [[1.025, 0.672, -0.082], [1.215, -0.656, -0.298], [0.136, -1.539, -0.437], [-0.965, -0.991, 0.192], [-1.423, 0.181, -0.505], [-0.388, 1.075, -0.252], [1.809, 1.321, 0.390], [2.081, -1.117, -0.310], [-1.899, -1.590, 0.270], [-0.698, -0.574, 1.244], [-0.426, 1.389, 0.761], [-0.466, 1.832, -0.975]]}

(16)
{"formula": "C4H6O2", "method": "ωB97M-V/def2-TZVPD", "homo_lumo_gap_ev": 10.33, "relative_energy_kj_mol": 227.5, "e_tot_ha": -306.419643, "spin_multiplicity": 1, "smiles": "CC(C=O)C=O", "symbols": ["C", "C", "C", "O", "C", "O", "H", "H", "H", "H", "H", "H"], "xyz": [[-0.013, 1.340, -0.503], [-0.206, -0.081, -0.013], [0.309, -1.177, -0.829], [-0.281, -2.244, -0.716], [0.008, -0.289, 1.456], [0.156, 0.604, 2.213], [-0.299, 2.044, 0.256], [1.018, 1.540, -0.741], [-0.595, 1.529, -1.382], [-1.252, -0.852, -0.045], [1.157, -1.081, -1.497], [-0.001, -1.333, 1.802]]}

(17)
{"formula": "C4H6O2", "method": "ωB97M-V/def2-TZVPD", "homo_lumo_gap_ev": [7.64, 7.60], "relative_energy_kj_mol": 427.9, "e_tot_ha": -306.343327, "spin_multiplicity": 1, "symbols": ["O", "C", "C", "C", "C", "O", "H", "H", "H", "H", "H", "H"], "xyz": [[-1.782, 0.531, 0.495], [-0.790, -0.185, -0.196], [0.180, 0.597, -0.967], [0.178, -0.935, 0.642], [1.348, -0.204, 0.918], [2.435, -0.472, 1.382], [-2.399, 0.890, -0.157], [-1.217, -0.946, -0.875], [0.689, 0.123, -1.799], [0.202, 1.685, -0.939], [0.036, -1.972, 0.936], [1.121, 0.887, 0.561]]}

(18)
{"formula": "C4H6O2", "method": "ωB97M-V/def2-TZVPD", "homo_lumo_gap_ev": 10.98, "relative_energy_kj_mol": 247.5, "e_tot_ha": -306.412031, "spin_multiplicity": 1, "smiles": "O[C@H]1C[C@H]2O[C@@H]12", "symbols": ["O", "C", "C", "C", "O", "C", "H", "H", "H", "H", "H", "H"], "xyz": [[-1.737, 0.010, 0.896], [-0.552, 0.619, 0.483], [0.775, -0.152, 0.797], [0.872, -0.494, -0.685], [-0.376, -1.027, -1.140], [-0.247, 0.391, -1.013], [-1.766, -0.821, 0.392], [-0.568, 1.654, 0.831], [1.574, 0.551, 1.059], [0.725, -0.957, 1.534], [1.741, -0.776, -1.268], [-0.443, 1.004, -1.887]]}

(19)
{"formula": "C4H6O2", "method": "ωB97M-V/def2-TZVPD", "homo_lumo_gap_ev": [7.05, 8.17], "relative_energy_kj_mol": 142.0, "e_tot_ha": -306.268013, "spin_multiplicity": 3, "symbols": ["C", "C", "C", "C", "O", "O", "H", "H", "H", "H", "H", "H"], "xyz": [[-0.789, 0.040, -0.815], [0.326, 0.401, 0.091], [1.529, 0.588, -0.418], [-1.646, 1.076, -0.240], [2.629, 0.984, 0.298], [-2.573, 0.723, 0.588], [-0.362, 0.151, -1.975], [-1.289, -0.923, -0.700], [0.031, 0.579, 1.124], [1.681, 0.307, -1.405], [2.329, 1.208, 1.184], [-2.686, -0.232, 0.718]]}

(20)
{"formula": "C4H6O2", "method": "ωB97M-V/def2-TZVPD", "homo_lumo_gap_ev": [7.68, 7.26], "relative_energy_kj_mol": 206.5, "e_tot_ha": -306.243462, "spin_multiplicity": 3, "symbols": ["C", "C", "C", "C", "O", "O", "H", "H", "H", "H", "H", "H"], "xyz": [[-1.130, 0.193, 1.601], [-1.137, -0.962, 0.613], [-0.109, 0.131, 0.596], [0.423, 1.135, -0.408], [-1.483, 0.719, 2.597], [1.427, -0.689, 1.342], [-0.786, -1.694, 1.332], [-1.822, -1.322, -0.154], [0.504, 2.143, 0.079], [-0.416, 1.098, -1.065], [1.426, 0.752, -0.737], [1.323, -0.647, 2.360]]}